1.
C5H7N | ωB97M-V/def2-TZVPD

Calculated values
Structure (SMILES): C1[C@@H]2[C@H]1[C@@H]1N[C@H]21
Energy above the lowest of the compared OMol25 structures with the same formula, charge and spin in kcal per mole: 109.1
Electronic energy in eV: -6783.7814
E_HOMO in eV: -9.10

Structure (ORCA input):
```
! RIJCOSX wB97M-V def2-TZVPD def2/J DEFGRID3
* xyz 0 1
C 1.1638 -0.3600 0.6288
C 0.4463 -0.6550 -0.6583
C 0.7123 0.7714 -0.2369
C -0.8469 0.9887 -0.1638
N -1.5558 -0.1112 0.6941
C -1.0830 -0.4032 -0.6030
H 2.2289 -0.5676 0.5935
H 0.7387 -0.5389 1.6140
H 0.9009 -1.2478 -1.4430
H 1.4424 1.4509 -0.6747
H -1.5983 1.5889 0.3204
H -0.9790 -0.3548 1.4824
H -1.7737 -0.7928 -1.3410
*
```

2.
C5H7N | ωB97M-V/def2-TZVPD

Calculated values
Energy above the lowest of the compared OMol25 structures with the same formula, charge and spin in kcal per mole: 106.7
Electronic energy in eV: -6783.8872
E_HOMO in eV: -7.82

Structure (ORCA input):
```
! RIJCOSX wB97M-V def2-TZVPD def2/J DEFGRID3
* xyz 0 1
C 1.1764 -0.1798 0.5671
C 0.9346 0.9649 -0.3749
C 0.3502 -0.6348 -0.5868
C -1.0731 -0.1975 -0.5230
N -1.7476 -0.0074 0.7423
C -0.2616 0.9446 -1.1314
H 2.2149 -0.5115 0.5616
H 0.7050 -0.2291 1.5490
H 1.7973 1.5317 -0.7360
H 0.7507 -1.2534 -1.3807
H -1.7270 -0.6829 -1.2488
H -1.4985 -0.6800 1.4631
H -1.6212 0.9351 1.0985
*
```

| no. | orbital gap (eV) |
| --- | --- |
| 1 | 10.3 |
| 2 | 8.7 |